1.
Entry from the Open Molecules 2025 dataset: 12 unconnected molecules or ions with the total composition C35H53Cl10F3N4O4 (ωB97M-V/def2-TZVPD).

```
109
Properties=species:S:1:pos:R:3:forces:R:3:mulliken_charge:R:1
C 6.347 0.158 -1.471 -0.7 0.5 -0.1 -1.28
C 4.820 0.254 -1.335 2.1 0.2 -0.4 0.61
O 4.196 1.179 -1.824 -0.6 0.6 -0.1 -0.55
N 4.318 -0.732 -0.627 -1.5 -1.5 1.6 0.00
C 2.967 -0.810 -0.035 0.1 0.5 -0.6 -0.29
H 6.764 -0.623 -0.834 0.1 0.0 -0.3 0.40
H 6.721 1.126 -1.138 0.2 0.0 0.0 0.29
H 6.614 0.040 -2.521 0.1 -0.1 0.1 0.27
H 4.947 -1.474 -0.356 -0.1 0.3 0.0 0.24
H 2.579 -1.823 -0.137 -0.1 0.1 0.0 -0.26
H 2.297 -0.107 -0.531 0.1 -0.2 -0.3 0.03
H 2.947 -0.498 1.009 0.3 -0.2 0.1 0.48
C -2.603 -3.155 9.167 0.7 0.2 -2.1 -0.98
C -2.649 -2.798 7.609 -1.0 -1.5 2.8 0.61
O -3.534 -3.265 6.946 -1.4 -0.5 -1.1 -0.61
N -1.727 -2.008 7.123 2.8 1.3 -0.8 -0.11
C -1.597 -1.591 5.728 -0.5 0.6 0.3 -0.62
H -1.607 -2.940 9.554 -0.2 0.3 0.4 0.31
H -2.730 -4.237 9.197 -0.3 0.1 0.2 0.30
H -3.412 -2.627 9.671 0.2 -0.1 0.0 0.25
H -0.892 -1.820 7.659 -0.4 0.0 0.3 0.25
H -0.610 -1.795 5.312 0.0 -0.4 0.1 0.18
H -1.704 -0.506 5.723 -0.1 0.1 -0.3 0.30
H -2.388 -2.023 5.115 0.2 -0.1 0.2 0.12
C 2.564 4.514 -1.572 0.5 0.3 0.5 -0.88
C 3.330 4.815 -2.833 0.2 0.1 -0.7 0.79
O 3.072 5.784 -3.534 0.0 -0.2 0.1 -0.68
N 4.364 3.977 -3.107 0.1 0.2 -0.5 -0.07
C 5.129 4.152 -4.382 -1.4 -0.3 1.1 -0.87
H 3.068 3.753 -0.977 -0.2 -0.2 0.0 0.25
H 1.515 4.265 -1.734 0.2 0.1 -0.2 0.00
H 2.632 5.444 -1.007 -0.3 0.0 0.1 0.48
H 4.364 3.122 -2.568 0.4 -0.2 -0.3 0.19
H 5.524 5.168 -4.376 0.3 -0.3 -0.2 0.28
H 4.415 4.066 -5.201 0.1 0.1 -0.2 0.29
H 5.853 3.345 -4.494 0.2 0.4 0.2 0.33
C 1.423 2.033 -4.085 -0.5 0.4 -0.1 -0.88
C 1.306 0.524 -4.077 -1.3 0.0 -1.0 0.62
O 0.306 -0.092 -4.410 -1.1 0.2 -0.3 -0.62
N 2.381 -0.129 -3.710 2.4 1.3 0.8 0.21
C 2.577 -1.522 -3.583 -0.4 -1.1 -0.5 -0.76
H 2.234 2.412 -4.707 0.4 -0.3 0.3 0.39
H 1.519 2.377 -3.055 0.3 0.1 0.0 0.02
H 0.546 2.517 -4.514 -0.3 -0.4 0.2 0.44
H 3.084 0.470 -3.302 0.3 -0.2 0.0 -0.11
H 1.953 -2.066 -4.292 -0.2 0.1 0.1 0.46
H 2.311 -1.853 -2.580 0.2 -0.3 0.0 -0.03
H 3.597 -1.779 -3.871 0.1 0.0 0.4 0.30
C -5.137 -1.363 3.684 -0.4 -0.2 0.5 -0.47
Cl -6.198 -1.148 5.099 0.3 0.4 0.3 -0.18
Cl -3.912 -0.080 3.409 -0.7 -0.5 0.4 0.03
H -4.608 -2.298 3.866 -0.1 0.2 -0.3 0.32
H -5.901 -1.405 2.907 0.9 0.0 -0.5 0.29
C 2.623 -3.412 2.388 0.0 0.1 -1.4 -0.34
Cl 2.295 -5.060 2.840 0.4 -0.5 0.6 -0.17
Cl 1.210 -2.407 2.779 0.6 0.2 -0.1 0.02
H 3.575 -2.982 2.700 -0.4 -0.2 1.0 0.38
H 2.763 -3.481 1.309 -0.6 0.3 -0.1 0.10
C 2.217 1.826 4.978 -0.5 0.0 0.5 0.31
Cl 3.822 2.549 5.241 -0.4 -0.3 -0.3 -0.18
Cl 1.256 1.862 6.511 0.3 0.0 -0.7 -0.17
H 1.679 2.388 4.215 0.1 0.1 0.3 -0.11
H 2.269 0.782 4.670 0.4 0.2 0.2 0.13
C -3.252 3.723 3.486 -0.6 -0.6 -0.3 0.17
Cl -3.935 5.109 4.349 0.7 0.1 -0.2 -0.18
Cl -4.474 3.145 2.322 0.0 -0.2 0.0 -0.13
H -2.385 3.865 2.841 0.0 0.8 0.6 0.05
H -3.057 2.953 4.233 -0.1 0.0 -0.2 0.07
C -4.368 -1.565 -0.396 0.1 0.5 -0.5 0.25
Cl -5.223 -0.194 0.383 0.2 -0.6 -0.4 -0.16
Cl -3.926 -2.889 0.696 -0.2 0.2 0.0 -0.17
H -4.990 -1.938 -1.210 -0.1 -0.1 0.4 0.44
H -3.446 -1.187 -0.839 -0.1 0.1 0.3 -0.36
F 0.420 -3.281 -0.866 0.1 0.6 0.4 -0.10
C 0.035 -3.645 -2.095 -0.7 -1.8 -1.0 0.40
C 0.184 -4.971 -2.449 0.3 -1.1 -0.6 -0.45
C -0.218 -5.450 -3.711 -0.2 2.1 -0.1 -0.66
C -0.744 -4.495 -4.627 0.9 -0.6 0.1 -0.48
C -0.870 -3.159 -4.267 -0.5 -1.5 -0.6 -0.54
C -0.592 -2.817 -2.982 0.2 2.4 1.4 0.15
H 0.662 -5.661 -1.770 0.0 0.0 0.2 0.45
H -0.065 -6.486 -3.976 -0.1 0.0 0.0 0.40
H -0.945 -4.738 -5.660 -0.2 -0.4 0.0 0.37
H -1.247 -2.415 -4.953 0.0 0.0 0.0 0.48
H -0.839 -1.807 -2.690 0.3 0.3 0.1 0.04
F -6.049 0.114 -4.372 -0.4 -0.1 0.1 -0.33
C -5.040 0.784 -3.813 1.6 1.3 0.3 0.36
C -3.746 0.568 -4.260 -0.2 -0.5 0.2 -0.61
C -2.687 1.280 -3.702 -0.5 0.7 -0.1 -0.07
C -2.943 2.271 -2.729 0.8 -0.9 -0.8 -0.27
C -4.217 2.479 -2.261 0.7 -0.6 -0.3 -0.55
C -5.242 1.748 -2.845 -1.6 -0.2 0.8 -0.47
H -3.648 -0.219 -4.993 0.5 0.0 -0.2 0.44
H -1.694 1.119 -4.094 0.1 -0.1 0.1 0.25
H -2.140 2.872 -2.330 0.2 -0.1 0.0 0.42
H -4.247 3.135 -1.403 -1.0 0.2 -0.1 0.43
H -6.255 1.853 -2.484 -0.2 0.2 0.1 0.40
F -0.800 1.162 3.508 0.0 0.2 -0.6 -0.31
C -0.714 1.088 2.144 0.1 -0.7 -0.8 -0.17
C -0.216 2.176 1.425 0.0 -0.7 -0.2 -0.46
C -0.037 2.036 0.035 -0.3 -2.3 0.0 -0.76
C -0.288 0.751 -0.569 -0.9 0.9 0.9 0.05
C -0.824 -0.326 0.156 0.9 1.8 1.1 -0.39
C -1.031 -0.129 1.544 0.3 -0.2 -0.5 -0.49
H 0.103 3.001 2.045 0.0 0.5 -0.4 0.54
H 0.357 2.782 -0.640 0.0 0.4 0.4 0.11
H -0.193 0.586 -1.632 0.3 0.3 -0.2 0.16
H -0.914 -1.275 -0.351 -0.3 -0.1 0.3 0.46
H -1.340 -0.947 2.178 -0.2 0.0 0.0 1.21
```
Forces are in eV/Å.

Computed properties:
HOMO energy = -9.13 eV
gap between HOMO and LUMO = 8.8 eV
net charge = 0
lowest unoccupied orbital energy = -0.356 eV

2.
Entry from the Open Molecules 2025 dataset: a gas-phase ion, C4H4N3O (charge +1) (ωB97M-V/def2-TZVPD).

```
12
Properties=species:S:1:pos:R:3:forces:R:3:nbo_charge:R:1
C -1.733 1.068 -0.173 2.8 1.0 -1.0 0.06
C -0.401 0.902 -0.164 1.6 0.0 0.7 0.07
C 0.905 0.491 0.019 -0.6 -0.6 -1.9 0.64
C 1.948 -0.600 0.180 -2.4 2.3 0.2 -0.70
N -2.445 -0.038 -0.051 -4.9 1.8 -0.1 -0.29
N -1.354 -2.017 0.251 1.0 -3.0 0.5 0.08
N -1.947 -1.104 0.139 1.2 0.5 -0.1 0.29
O 0.879 1.745 -0.276 0.3 0.0 0.4 -0.31
H -2.089 2.064 -0.479 -0.6 -0.8 0.5 0.29
H 2.418 -0.187 1.080 0.9 -1.1 -0.1 0.30
H 2.468 -0.848 -0.722 1.2 1.1 -0.5 0.31
H 1.352 -1.474 0.196 -0.5 -1.1 1.5 0.27
```
Forces are in eV/Å.

Computed properties:
HOMO energy (alpha / beta) = -14.38 / -14.38 eV
gap between HOMO and LUMO (alpha / beta) = 8.0 / 8.0 eV
net charge = +1
lowest unoccupied orbital energy (alpha / beta) = -6.336 / -6.335 eV

3.
Entry from the Open Molecules 2025 dataset: 2 unconnected molecules or ions with the total composition C6H13N2O (ωB97M-V/def2-TZVPD).

```
22
Properties=species:S:1:pos:R:3:forces:R:3:nbo_charge:R:1
C -1.543 -0.109 -0.296 1.1 -0.8 1.6 0.37
C 2.475 0.022 -0.366 0.7 0.6 0.2 0.59
C -1.143 -1.533 -0.361 -2.1 -1.2 -3.2 -0.66
C -2.966 0.258 -0.576 -0.7 0.6 -0.9 -0.71
C 3.405 -0.505 0.793 -0.1 0.9 1.2 -0.53
C -0.520 1.970 0.527 -1.4 0.6 -1.0 -0.46
N 2.955 0.414 -1.447 0.1 0.1 -0.9 -0.51
N -0.555 0.574 0.111 -1.2 2.5 -0.4 -0.07
O 1.393 -0.007 0.290 -1.2 0.0 -0.7 -0.47
H -0.121 -1.622 -0.343 2.3 -0.2 0.9 0.24
H -1.308 -1.858 -1.432 -0.5 0.0 1.0 0.25
H -1.672 -2.229 0.290 -0.1 0.3 0.1 0.26
H -3.050 0.782 -1.532 0.5 -0.4 -0.5 0.28
H -3.574 0.979 -0.035 0.7 0.0 1.2 0.28
H -3.555 -0.650 -0.658 0.1 -0.1 0.0 0.26
H 4.057 0.264 1.171 0.4 0.3 -0.5 0.25
H 2.724 -0.733 1.567 -0.2 -0.4 1.0 0.25
H 3.853 -1.389 0.508 1.3 -1.7 -1.0 0.24
H -0.699 2.031 1.583 -0.7 -0.2 0.6 0.24
H -1.342 2.550 -0.072 1.7 -0.9 1.1 0.24
H 0.467 2.400 0.480 0.3 0.1 -0.9 0.25
H 3.877 0.408 -1.938 -1.2 -0.2 1.1 0.44
```
Forces are in eV/Å.

Computed properties:
HOMO energy (alpha / beta) = -13.56 / -14.13 eV
gap between HOMO and LUMO (alpha / beta) = 7.0 / 8.3 eV
net charge = +1
lowest unoccupied orbital energy (alpha / beta) = -6.585 / -5.790 eV

So what do the calculations give for ΔE to the lowest compared entry with this formula, charge and spin? Going down the list: 10.41 123.78 151.69 kcal per mole.